19 unconnected molecules or ions with the total composition C78H119N19O26. Source: OMol25; level of theory: ωB97M-V with the def2-TZVPD basis set.

```
242
Properties=species:S:1:pos:R:3:forces:R:3:mulliken_charge:R:1
C -5.3452 4.2654 4.5050 -0.173 0.007 0.537 -0.85
C -4.3886 4.9649 3.8045 0.575 -0.729 -1.036 -0.91
C -3.3255 4.2560 3.2058 0.551 0.572 0.028 0.14
C -3.2204 2.8996 3.4212 0.236 -0.919 0.085 0.10
C -4.1011 2.2465 4.2849 1.052 -0.562 -0.071 -0.31
C -5.1438 2.9434 4.8418 -0.096 -0.512 -0.446 -0.61
N -2.1404 2.0784 2.6874 -0.115 0.140 -0.222 0.73
O -1.9627 0.9037 2.9878 -0.443 1.233 0.113 -0.23
O -1.5295 2.6426 1.7807 -0.711 -0.244 0.760 -0.05
H -6.2734 4.6883 4.8316 -0.135 0.681 0.202 0.40
H -4.5071 6.0094 3.5981 0.029 0.376 0.005 0.53
H -2.5236 4.7370 2.6299 -0.640 -0.042 0.137 0.16
H -3.9542 1.2138 4.5702 0.059 -0.204 -0.277 0.50
H -5.8371 2.3894 5.4551 -0.149 0.138 0.132 0.49
C -5.9619 2.2417 1.0259 0.489 -0.052 -1.043 -0.20
C -6.3149 1.4423 -0.0894 0.063 0.538 1.172 -0.12
C -7.1737 1.9351 -1.0696 0.586 -0.816 -0.063 -0.39
C -7.6464 3.2051 -0.9948 -0.468 1.042 0.209 -0.33
C -7.3282 4.0336 0.0758 -0.044 -0.933 0.327 -0.77
C -6.4785 3.5422 1.0753 0.321 0.539 0.699 -0.04
N -8.5087 3.7262 -2.1278 0.438 0.454 0.151 1.11
O -8.8852 4.8802 -2.0500 0.071 0.114 0.508 -0.63
O -8.7237 3.0326 -3.0943 0.179 -0.648 0.341 -0.58
H -5.1710 1.9022 1.7509 -1.239 0.295 -0.712 0.25
H -5.9234 0.4393 -0.1164 0.022 -0.141 -0.402 0.49
H -7.4631 1.3882 -1.9376 0.061 -0.648 -0.386 0.51
H -7.8122 4.9759 0.1623 -0.023 0.753 -0.018 0.54
H -6.1656 4.2016 1.9229 -0.516 -0.610 -0.905 0.15
C 2.9163 -5.0346 -1.8967 -0.490 -0.079 -0.689 0.00
C 1.7861 -5.8654 -1.9800 0.267 0.220 0.004 -0.32
C 1.6562 -6.9214 -1.1027 0.564 0.015 -0.220 -0.24
C 2.6899 -7.2018 -0.2205 0.919 0.441 -1.326 -0.25
C 3.9146 -6.4922 -0.2360 -1.896 0.584 -0.718 -0.89
C 3.9817 -5.3433 -1.0519 0.234 -0.725 0.155 -0.26
N 2.5690 -8.3966 0.5834 -1.388 -0.531 1.867 1.05
O 1.6408 -9.1904 0.4256 0.652 0.690 -0.829 -0.61
O 3.2940 -8.4614 1.5546 0.882 -0.128 0.052 -0.61
H 2.9591 -4.1978 -2.6008 0.334 -0.133 0.396 0.20
H 1.0245 -5.7791 -2.7695 0.421 0.454 0.514 0.31
H 0.8284 -7.5864 -1.2101 -0.389 -0.372 0.284 0.61
H 4.7230 -6.8521 0.3485 0.578 -0.062 0.463 0.55
H 4.9171 -4.7678 -1.1189 -0.610 -0.249 0.179 0.51
C 6.5787 3.3039 2.4385 1.443 -0.182 -0.745 -0.48
C 5.5191 4.1084 2.2544 -2.038 1.519 -1.662 -0.26
C 4.5334 4.2800 3.1891 0.585 -0.700 0.741 -0.52
C 4.6860 3.6646 4.4085 0.291 -0.077 0.150 0.47
C 5.7628 2.8059 4.6586 -0.059 0.114 -0.870 -0.68
C 6.7021 2.6224 3.6232 0.330 -0.206 1.769 -0.39
N 3.7691 4.0281 5.5231 1.160 0.135 -2.124 1.26
O 2.9834 4.9262 5.3434 -0.524 0.211 0.154 -0.65
O 3.9626 3.4249 6.5277 -0.404 -0.806 2.251 -0.70
H 7.3075 3.2968 1.6264 0.103 -0.512 0.493 0.35
H 5.3012 4.6597 1.3286 0.585 -0.464 0.181 0.20
H 3.6885 4.8220 2.9059 -1.195 0.959 0.046 0.55
H 5.8408 2.2906 5.6089 0.138 0.215 -0.108 0.51
H 7.6140 2.0737 3.8510 -0.361 -0.247 -0.244 0.40
C 6.0555 2.9859 -2.3570 -0.969 -0.590 0.427 -0.93
C 4.8926 2.2139 -2.3756 0.192 0.825 0.911 0.00
C 4.4343 1.6110 -3.5073 0.460 -0.772 -1.190 0.16
C 5.2225 1.6793 -4.6450 0.516 -0.489 -0.803 0.05
C 6.4667 2.3314 -4.6527 -1.161 0.162 -0.098 -0.84
C 6.8214 2.9911 -3.4976 1.150 0.911 0.424 -0.46
N 4.8515 0.8384 -5.8503 -0.058 -0.218 -0.189 0.99
O 5.7984 0.4940 -6.5579 -1.228 0.313 0.559 -0.61
O 3.6708 0.5048 -6.0454 1.736 0.713 0.518 -0.49
H 6.3187 3.5385 -1.4475 0.117 -0.348 -0.455 0.49
H 4.3231 2.0378 -1.4918 -0.288 0.146 0.581 0.25
H 3.5768 0.9682 -3.4853 -0.395 -0.099 -0.011 0.33
H 7.0828 2.4919 -5.5218 -0.077 -0.573 -0.229 0.49
H 7.7614 3.5359 -3.4403 -0.103 -0.032 -0.361 0.39
C 0.0205 0.5372 -5.0152 -0.027 -0.051 1.518 -1.41
C -1.1127 1.3085 -4.9988 -0.461 0.094 -0.381 -1.70
C -2.0996 1.0947 -4.0725 -0.123 -0.730 0.391 -0.56
C -1.8784 0.0696 -3.1971 -0.833 -0.783 2.407 0.49
C -0.6959 -0.6159 -3.0324 0.039 0.717 -0.736 0.75
C 0.2950 -0.2966 -3.9282 0.269 -0.447 -0.786 -0.52
N -2.9729 -0.2756 -2.1997 -1.058 0.483 -1.244 1.55
O -4.1099 0.1210 -2.5098 1.471 -0.755 0.814 -0.70
O -2.7117 -0.9325 -1.2038 -0.080 0.416 -0.502 -0.58
H 0.6759 0.6032 -5.8255 1.253 0.275 -0.919 0.90
H -1.3025 2.0478 -5.7346 0.058 0.519 -0.775 0.68
H -3.0465 1.5778 -4.0450 -0.602 0.630 -0.158 0.99
H -0.5497 -1.3922 -2.3284 -0.114 -0.373 0.682 -0.35
H 1.2488 -0.7854 -3.8225 0.276 -0.121 -0.260 0.34
C 1.7004 2.3407 3.6757 0.352 -0.840 -0.402 0.06
C 1.6335 1.8601 4.9869 -1.307 0.354 -0.418 -1.26
C 0.7121 2.4417 5.8814 0.213 0.593 -0.557 -0.60
C -0.0439 3.5497 5.4436 1.049 -0.218 -0.496 -0.50
C 0.0985 4.0287 4.1305 -0.694 0.809 1.098 -0.06
C 0.9266 3.3982 3.2444 0.324 0.448 -0.721 0.93
N -0.8322 4.3824 6.3998 1.049 -2.433 1.435 1.19
O -0.8947 3.9676 7.5716 -0.107 0.604 -1.510 -0.67
O -1.3184 5.3832 5.9831 -0.782 1.212 -0.238 -0.66
H 2.3480 1.8677 2.9266 -0.037 0.116 0.501 0.44
H 2.2032 0.9767 5.2425 0.097 0.154 0.289 0.74
H 0.6543 2.1026 6.9049 -0.111 0.095 0.054 0.98
H -0.3708 4.9725 3.8413 -0.084 -0.455 0.212 0.46
H 1.0278 3.8191 2.2279 0.015 -0.523 0.774 -1.26
C -5.6383 -3.5618 2.6265 -0.673 1.984 0.700 0.13
O -5.8501 -4.7194 2.4181 0.206 -1.675 -0.355 -0.60
N -5.6238 -2.5594 1.7183 0.959 -0.537 0.238 0.19
C -5.4065 -1.2365 2.2032 -0.623 1.649 -2.177 -0.22
C -5.7692 -2.7633 0.3080 -2.536 0.897 -0.399 -0.97
H -5.5742 -3.0793 3.6390 0.230 -0.783 -0.202 0.41
H -5.1964 -1.2408 3.2456 0.128 0.149 0.840 0.08
H -6.3506 -0.6207 1.9570 1.470 -0.544 0.532 0.19
H -4.5251 -0.8174 1.6458 -0.730 0.065 0.578 -0.08
H -4.9121 -2.6520 -0.3473 0.478 0.166 0.350 0.16
H -6.2286 -3.7311 0.1908 0.096 -0.493 -0.224 0.52
H -6.5836 -2.0367 -0.0400 1.141 -0.715 0.200 0.28
C -5.2643 3.7672 -3.3067 0.284 -2.814 -2.151 -0.32
O -5.0255 2.6729 -3.9060 -0.380 2.731 1.535 -0.55
N -4.5481 4.2507 -2.2952 -0.227 -0.595 0.166 0.47
C -4.9192 5.4179 -1.5375 -1.414 0.729 -2.168 -0.92
C -3.5132 3.3998 -1.7736 0.596 0.569 1.480 0.23
H -6.0951 4.3810 -3.6524 -0.230 0.317 0.148 0.48
H -4.3473 6.2847 -1.8826 0.131 -0.011 0.608 0.32
H -4.8715 5.1755 -0.5191 0.489 0.103 1.500 0.16
H -5.9935 5.6436 -1.7283 0.665 -0.036 -0.028 0.41
H -3.4276 3.5778 -0.6749 0.044 0.034 -0.684 -0.25
H -3.8076 2.3669 -1.8680 0.195 -0.315 -0.459 -0.54
H -2.5495 3.6572 -2.2263 -0.105 -0.455 -0.014 0.50
C 7.2619 -0.9841 1.0629 -1.109 1.076 0.233 -0.09
O 7.7113 -0.0567 1.6956 0.709 0.265 0.476 -0.52
N 5.9834 -0.9663 0.5991 0.047 -1.270 0.352 0.46
C 5.0506 -0.0920 1.2271 0.824 2.776 0.734 0.28
C 5.5069 -2.1072 -0.1101 -0.922 -1.003 -1.431 -0.54
H 7.8138 -1.8920 0.8695 0.359 -0.511 -0.423 0.37
H 5.0646 0.9099 0.7251 -0.193 -0.652 0.367 -0.17
H 5.4109 0.1116 2.2631 -0.309 -0.116 -0.580 0.43
H 4.0278 -0.4105 1.2649 -0.325 -0.705 -0.334 -0.75
H 6.3096 -2.8328 -0.0994 0.025 -0.607 0.231 0.44
H 4.5398 -2.5659 0.2630 1.263 0.681 -0.113 -0.19
H 5.3980 -1.9145 -1.1975 -0.315 0.225 0.414 0.19
C -2.5006 -4.0019 -2.2309 -0.022 1.201 -1.199 -0.02
O -1.4488 -3.6520 -2.7611 -0.400 -0.491 0.703 -0.38
N -2.6453 -4.6890 -1.0994 1.150 -1.335 1.569 0.59
C -3.8738 -5.3271 -0.7799 -3.158 1.574 0.556 -1.28
C -1.4417 -5.2766 -0.4555 -0.011 0.279 -0.794 -0.29
H -3.4856 -3.6953 -2.6709 0.412 -0.276 0.186 0.18
H -4.2916 -5.1939 0.2670 1.170 -0.239 -0.864 0.29
H -3.9967 -6.3371 -1.0938 0.631 -1.143 -0.016 0.43
H -4.6732 -4.8313 -1.3652 0.351 -0.024 0.099 0.42
H -0.7886 -5.4973 -1.3191 0.277 0.241 0.903 0.06
H -1.0004 -4.5961 0.2973 -0.054 -0.262 -0.671 -0.30
H -1.6626 -6.2160 0.0664 -0.351 0.279 -0.347 0.28
C 1.8875 6.8870 -4.8220 0.341 0.756 -0.099 0.16
O 1.8927 8.0610 -4.5288 -0.256 0.354 0.104 -0.58
N 2.4557 5.9164 -4.0756 -0.569 -1.666 -2.001 0.24
C 2.5264 4.6014 -4.7052 -0.141 -0.622 0.336 -0.76
C 3.1283 6.0796 -2.8404 0.519 1.123 0.430 -0.57
H 1.4429 6.5367 -5.7905 0.182 -0.054 0.645 0.31
H 1.8408 4.5348 -5.5620 -0.018 0.007 0.509 0.31
H 2.3357 3.7922 -3.9725 -0.272 0.436 -0.309 -0.03
H 3.5026 4.3641 -5.1102 0.562 0.211 -0.032 0.37
H 2.8290 7.0151 -2.4030 -0.008 0.723 -0.064 0.35
H 2.7221 5.3714 -2.1467 0.424 -0.912 0.446 -0.03
H 4.2412 6.1063 -2.9257 -0.766 -0.451 0.102 0.27
C 3.6602 -2.4915 -5.1270 0.604 1.219 -0.638 -0.27
O 3.7280 -2.1932 -3.9431 -0.269 -0.454 0.493 -0.36
N 2.6256 -3.0971 -5.7345 0.732 -0.450 0.444 0.38
C 2.5511 -3.4859 -7.1272 -0.339 1.787 -0.838 -0.79
C 1.6077 -3.6494 -4.8871 -0.035 1.355 1.435 -0.19
H 4.4703 -2.1140 -5.7833 -0.342 -0.487 -0.307 0.36
H 2.5798 -4.5555 -7.1723 -0.267 -0.650 -0.411 0.35
H 3.3652 -3.0685 -7.7603 -0.264 -0.216 0.789 0.29
H 1.5978 -3.0345 -7.5367 0.880 -1.011 0.280 0.17
H 1.4491 -2.9151 -4.0722 0.347 -0.866 0.058 -0.33
H 0.6891 -3.5949 -5.3756 -1.578 -0.288 -1.236 -0.03
H 1.7546 -4.6647 -4.5193 0.379 0.058 -0.076 0.44
C 2.0428 3.5930 -0.1283 -1.902 -0.387 -0.046 0.15
O 2.6846 4.2247 0.6734 0.787 0.990 0.554 -0.75
N 0.7643 3.9029 -0.5283 1.135 0.586 0.349 1.28
C 0.1188 3.0314 -1.4900 -0.691 -0.097 1.501 -0.04
C 0.0769 5.1304 -0.0596 1.043 -0.695 -2.726 -1.14
H 2.3527 2.6099 -0.4718 0.232 -0.193 -0.492 0.05
H -0.2448 3.5523 -2.3609 0.296 0.194 -0.588 0.54
H -0.7634 2.6112 -0.9906 -0.079 -0.143 -0.175 -0.45
H 0.7945 2.2066 -1.6725 0.088 -0.142 -0.552 -0.53
H 0.1044 5.8639 -0.8965 -0.369 -0.309 0.413 0.31
H -0.9172 4.8519 0.1747 -1.089 -0.021 0.420 0.21
H 0.5976 5.5918 0.7290 0.638 0.202 1.210 0.33
C -2.6338 -1.1989 5.3877 1.912 -1.562 -0.387 0.55
O -3.8122 -0.9531 5.2662 -0.882 0.495 -0.088 -0.69
N -1.7786 -0.6643 6.2808 -0.077 0.825 0.184 0.24
C -0.3474 -1.0546 6.4350 -2.262 1.032 -1.247 -0.21
C -2.2843 0.3872 7.1796 0.030 -1.980 1.309 -1.04
H -2.1263 -1.9970 4.7640 -0.301 0.651 0.364 -0.07
H -0.2062 -1.6608 7.2868 0.202 -0.924 0.843 0.39
H 0.1923 -0.1503 6.5338 0.678 0.937 0.328 -0.05
H -0.0373 -1.4673 5.5017 0.295 -0.879 -0.473 -0.20
H -1.9987 0.0046 8.1952 -0.176 0.827 -0.515 0.44
H -1.8377 1.3578 7.0045 -0.063 0.198 -0.142 0.22
H -3.3875 0.3632 7.1689 0.598 0.355 -0.294 0.32
C 3.3989 -3.8589 2.7675 -0.083 -1.146 -0.541 -0.44
O 3.0972 -3.3569 1.7028 -0.126 0.425 -0.380 -0.03
N 3.4535 -3.2857 3.9452 -0.192 1.547 2.364 0.35
C 3.8434 -4.0799 5.0995 -0.703 -0.212 -0.222 -1.10
C 3.1047 -1.8781 4.2100 -0.544 -0.411 -0.635 0.01
H 3.6387 -4.9366 2.8776 0.057 0.057 -0.429 0.28
H 3.6232 -5.1067 4.8500 0.240 -0.430 0.222 0.38
H 3.3088 -3.8423 6.0092 -0.660 0.274 -0.071 0.38
H 4.8636 -3.9512 5.3719 1.116 0.027 -0.122 0.36
H 3.3072 -1.3070 3.3128 0.519 0.298 0.059 -0.33
H 2.0346 -1.7174 4.3710 -0.102 -0.571 0.035 -0.30
H 3.6002 -1.5345 5.1124 0.469 0.114 -0.238 0.65
C 0.0838 -4.3041 2.9441 1.380 1.040 -1.230 0.06
O 0.1060 -3.1822 3.4631 -0.658 -1.110 -0.088 -0.28
N -0.8450 -5.2624 3.0792 -0.068 0.154 0.087 0.39
C -0.6616 -6.6571 2.6335 -2.891 0.731 1.114 -0.93
C -2.1154 -4.8742 3.6894 -0.282 -0.447 -0.108 -0.65
H 0.8684 -4.4976 2.1397 -0.529 -0.472 0.970 -0.09
H -0.5061 -7.3345 3.4922 0.421 0.307 -0.473 0.33
H 0.0580 -6.7007 1.8657 1.037 -0.291 -0.728 0.22
H -1.6844 -6.9216 2.2392 1.175 -0.146 0.030 0.35
H -2.3408 -3.8256 3.3888 0.094 -0.771 0.440 -0.08
H -2.9076 -5.5651 3.3121 0.512 0.646 0.252 0.40
H -2.0527 -4.9958 4.7795 -0.254 0.338 -0.186 0.33
C -1.5375 -2.3920 -7.5465 -0.996 0.539 0.868 -0.03
O -0.9321 -3.4428 -7.5765 0.389 0.090 -0.338 -0.60
N -2.4405 -2.0911 -6.5537 1.525 -0.917 -1.029 0.42
C -3.3402 -1.0002 -6.6578 -0.785 1.461 0.115 -0.73
C -2.6805 -3.0972 -5.5620 -0.296 -0.676 0.310 -0.55
H -1.4349 -1.5651 -8.2848 0.105 -0.341 0.128 0.37
H -4.2090 -1.2073 -7.3199 0.516 0.214 0.161 0.31
H -2.7759 -0.0953 -6.9717 -0.600 -0.494 -0.124 0.29
H -3.7702 -0.7454 -5.6652 0.379 -0.226 -0.504 0.09
H -3.4586 -3.8167 -5.8889 0.470 0.052 0.007 0.34
H -1.7538 -3.6307 -5.2525 -0.825 0.528 -0.326 0.06
H -3.1133 -2.5505 -4.7396 0.070 -0.103 0.695 0.02
C 2.1874 -0.6449 -0.9062 -1.684 1.423 0.333 -1.32
O 2.6125 0.5298 -0.9663 -0.509 -1.720 0.217 0.20
N 1.0074 -1.0212 -0.3351 1.261 0.289 0.378 1.58
C 0.6290 -2.4539 -0.1118 0.418 1.644 0.144 -0.89
C 0.3094 -0.0650 0.5430 0.079 -0.971 -1.456 -0.98
H 2.6347 -1.4708 -1.4018 1.021 -0.823 -0.678 0.79
H 1.1643 -2.7934 0.7584 -0.132 -0.209 0.551 0.63
H 0.9519 -3.0623 -0.9203 0.175 -0.414 -0.986 -0.13
H -0.4552 -2.5260 -0.0035 0.160 0.151 -0.046 0.18
H 0.1010 -0.6334 1.4080 -0.733 -0.289 1.215 0.71
H 0.9004 0.7852 0.8215 0.365 0.433 -0.242 -0.19
H -0.5811 0.1896 -0.0172 -0.478 0.515 0.466 -0.37
```
Positions in Å, forces in eV/Å.

M: 1738.9 Da
frontier orbital gap: 0.3004 Ha